Formula: C33H31BBr5N6O3Ti
Source: the Open Molecules 2025 dataset
Level of theory: the ωB97M-V functional and the def2-TZVPD basis

```
80
Properties=species:S:1:pos:R:3:forces:R:3:nbo_charge:R:1
Ti -0.45970 -0.06738 0.22594 0.81 -0.34 0.32 1.766
C 0.25182 -1.47623 3.56431 0.06 0.02 0.03 -0.647
C 1.10215 -0.31190 3.17192 -0.03 -0.05 -0.03 0.201
C 2.03787 0.32090 3.99930 0.00 -0.06 0.08 -0.365
C 2.57965 1.33232 3.23861 0.02 0.04 -0.04 0.187
C 3.61244 2.33277 3.64906 -0.03 -0.02 0.03 -0.632
N 1.99827 1.28988 2.02622 -0.12 -0.03 -0.07 -0.310
N 1.07757 0.28236 1.97904 0.21 0.09 0.11 -0.347
B 2.31078 2.22388 0.83105 0.08 0.01 0.02 0.552
N 1.01017 2.88910 0.33587 0.06 -0.16 -0.02 -0.313
N -0.13400 2.20693 0.04380 -0.03 0.01 0.14 -0.352
C -1.06552 3.11821 -0.23504 -0.08 -0.05 -0.03 0.228
C -2.49402 2.83154 -0.56385 -0.03 0.04 0.03 -0.659
C -0.51056 4.40144 -0.14632 0.04 0.08 -0.06 -0.369
C 0.80432 4.21040 0.21453 0.05 0.08 0.02 0.192
C 1.87070 5.23506 0.43437 -0.05 0.03 -0.01 -0.634
N 3.03596 1.50418 -0.31211 -0.11 0.22 -0.07 -0.344
N 2.32923 0.72100 -1.15941 0.06 0.30 0.16 -0.264
C 3.18183 0.27525 -2.06190 0.11 -0.10 -0.21 0.155
C 2.76441 -0.67460 -3.14008 0.03 0.18 -0.05 -0.640
C 4.47379 0.79246 -1.81250 -0.08 -0.04 0.01 -0.370
C 4.33406 1.57602 -0.68763 -0.06 -0.12 0.07 0.160
C 5.37379 2.34903 0.05733 0.01 0.01 -0.03 -0.631
H 0.67541 -1.92920 4.46209 -0.02 0.00 0.01 0.200
H 0.19466 -2.22423 2.77723 0.02 0.01 -0.01 0.263
H -0.76798 -1.16145 3.79252 0.00 0.01 -0.01 0.233
H 2.27733 0.06972 5.02076 0.00 0.01 -0.03 0.207
H 3.89049 2.13837 4.68540 0.01 0.01 -0.01 0.209
H 3.23577 3.35383 3.57879 -0.02 0.00 0.00 0.219
H 4.51275 2.27729 3.03790 0.00 -0.02 -0.02 0.215
H 3.03859 3.08429 1.24637 -0.03 -0.01 -0.01 -0.058
H -2.67670 1.77607 -0.73187 0.06 0.08 0.00 0.283
H -2.77663 3.39285 -1.45845 -0.02 0.02 0.02 0.197
H -3.12377 3.16044 0.26515 -0.01 0.00 0.01 0.224
H -1.01244 5.33971 -0.32505 0.03 -0.03 0.00 0.206
H 1.46620 6.22078 0.20198 0.01 -0.01 0.00 0.209
H 2.73697 5.05709 -0.20498 -0.02 -0.01 0.00 0.220
H 2.22328 5.24118 1.46676 -0.01 -0.01 0.00 0.217
H 1.82999 -1.17063 -2.88212 0.17 0.14 -0.11 0.257
H 3.51848 -1.45152 -3.27854 -0.02 -0.01 0.00 0.212
H 2.62978 -0.15764 -4.09454 0.03 0.02 0.00 0.202
H 5.38268 0.59554 -2.36073 -0.03 0.02 0.00 0.202
H 6.34082 2.20045 -0.42432 0.00 0.02 0.00 0.209
H 5.46102 2.01752 1.09280 0.00 -0.02 0.00 0.210
H 5.15986 3.42001 0.07586 -0.02 -0.01 0.00 0.211
Br -5.30166 -3.74080 3.59761 -0.02 -0.03 0.02 0.038
C -4.23696 -2.29886 2.99251 0.07 0.15 -0.09 -0.170
C -4.56524 -0.98802 3.30336 0.18 -0.01 -0.10 -0.160
Br -6.08903 -0.59447 4.35426 -0.06 0.00 0.04 0.037
C -3.76229 0.06378 2.82868 -0.07 -0.06 0.00 -0.192
Br -4.10850 1.88082 3.23481 -0.04 0.00 0.03 0.034
C -2.64570 -0.17440 2.02906 0.06 0.33 -0.05 0.277
O -1.83584 0.73712 1.58454 -0.26 -0.31 0.04 -0.763
C -2.31997 -1.52433 1.70952 0.21 -0.14 -0.05 0.329
O -1.20716 -1.69884 1.02223 -0.20 0.24 0.30 -0.790
C -3.10163 -2.55317 2.19820 -0.03 -0.09 -0.01 -0.204
Br -2.52700 -4.29704 1.75619 -0.05 -0.06 0.03 0.067
Br 1.51858 -2.00826 -0.15895 -0.09 -0.03 0.28 0.167
C 1.14928 -3.01299 -1.73963 -0.07 -0.23 0.12 -0.204
C 2.11792 -4.00445 -1.98260 -0.17 -0.05 -0.09 -0.313
C 1.86949 -4.96051 -2.94594 -0.13 0.03 -0.05 -0.252
C 0.64650 -4.96382 -3.62573 0.05 0.06 0.07 -0.332
C -0.34611 -3.97043 -3.38052 0.02 0.06 0.05 -0.038
C -1.59241 -4.01950 -4.02541 -0.03 0.04 0.03 -0.290
C -2.56848 -3.04472 -3.79953 0.09 -0.11 -0.03 -0.272
C -2.27731 -1.97308 -2.98523 0.03 -0.06 0.05 -0.178
C -1.03325 -1.84618 -2.33622 -0.19 0.10 0.06 -0.161
C -0.08035 -2.88800 -2.44267 0.07 -0.21 -0.11 0.015
H 3.03896 -4.00844 -1.41307 -0.01 0.02 -0.01 0.197
H 2.62013 -5.71539 -3.15716 -0.01 -0.01 -0.02 0.182
H 0.42318 -5.73510 -4.35540 0.01 0.00 0.00 0.177
H -1.79003 -4.85631 -4.68910 -0.01 0.01 0.00 0.177
H -3.54266 -3.12181 -4.27108 0.01 -0.01 -0.02 0.181
H -3.01271 -1.19280 -2.82589 0.02 0.01 0.00 0.196
C -0.44288 0.55705 -2.79292 0.10 -0.06 -0.07 -0.643
C -0.81773 -0.47865 -1.72655 -0.34 -0.13 -0.15 -0.103
O -1.86279 -0.02572 -0.94693 -0.16 0.20 -0.55 -0.758
H -1.37789 0.97066 -3.18912 0.01 0.00 -0.04 0.199
H 0.08595 0.07907 -3.61792 0.02 0.03 0.02 0.211
H 0.17422 1.37176 -2.41608 -0.04 0.02 0.04 0.224
```
Forces are in eV/Å.

- 2S+1: 2
- Strongest force on any atom: 0.94 eV/A
- Energy: -15575.01942 hartree
- ⟨S²⟩: 0.7708
- ΔE to the lowest compared entry with this formula, charge and spin: 0.0 kcal/mol
- Charge: -2